{
  "formula": "C36H41N3O2",
  "method": "ωB97M-V/def2-TZVPD",
  "orbital_gap_ev": 2.0,
  "spin_multiplicity": 1,
  "elements": ["C", "N", "C", "C", "C", "C", "C", "C", "C", "C", "C", "C", "N", "C", "C", "C", "C", "C", "C", "H", "H", "H", "H", "H", "H", "H", "H", "H", "H", "H", "H", "H", "H", "H", "H", "H", "H", "H", "H", "H", "C", "C", "C", "C", "O", "C", "C", "N", "C", "C", "C", "C", "C", "C", "C", "C", "C", "C", "C", "C", "C", "O", "H", "H", "H", "H", "H", "H", "H", "H", "H", "H", "H", "H", "H", "H", "H", "H", "H", "H", "H", "H"],
  "positions_angstrom": [[4.21279, -4.68826, -4.19298], [3.42198, -5.27999, -3.13069], [3.62627, -6.70751, -2.94445], [2.75360, -4.48641, -2.21356], [1.69843, -3.63149, -2.65588], [0.99784, -2.86752, -1.75252], [1.39517, -2.77542, -0.38778], [0.66491, -1.90174, 0.45307], [1.08026, -1.38847, 1.70502], [0.06868, -0.91629, 2.59129], [0.37619, -0.46071, 3.85516], [1.73708, -0.30209, 4.24835], [2.02764, 0.19223, 5.51516], [1.79555, -0.62240, 6.69431], [2.93989, 1.30350, 5.73167], [2.75587, -0.71748, 3.35229], [2.43954, -1.26804, 2.12409], [2.47445, -3.60912, 0.04324], [3.11519, -4.45496, -0.83954], [3.83144, -3.69547, -4.43947], [5.27171, -4.60282, -3.89806], [4.16843, -5.33801, -5.07302], [2.75920, -7.15647, -2.44436], [3.74213, -7.16465, -3.93722], [4.53621, -6.92529, -2.36161], [1.42408, -3.62676, -3.71330], [0.12859, -2.28838, -2.07453], [-0.33001, -1.60558, 0.10648], [-0.96924, -0.95720, 2.25659], [-0.41730, -0.19040, 4.55390], [0.95180, -1.29633, 6.53028], [2.68760, -1.21921, 6.94819], [1.58829, 0.03679, 7.54408], [2.82946, 2.04893, 4.93392], [2.68419, 1.76934, 6.69342], [3.99064, 0.97234, 5.77811], [3.80264, -0.64854, 3.66229], [3.23366, -1.58443, 1.44739], [2.76683, -3.59369, 1.09412], [3.94578, -5.07863, -0.49148], [1.13883, 5.02780, 1.27903], [-0.12971, 4.33211, 1.73342], [0.03721, 2.82079, 1.71297], [-0.45195, 4.79426, 3.14600], [-1.29448, 4.79657, 0.92578], [-1.35105, 4.48498, -0.41876], [-2.09766, 3.22644, -0.68008], [-2.32381, 2.88314, -1.91081], [-3.07834, 1.89635, -2.36452], [-3.13707, 1.72361, -3.81195], [-4.02578, 0.81321, -4.42680], [-4.00647, 0.64113, -5.81091], [-3.11592, 1.39646, -6.58471], [-2.24421, 2.31855, -5.99243], [-2.27440, 2.50064, -4.60930], [-3.77944, 0.98960, -1.43316], [-3.53147, -0.39195, -1.50809], [-3.97157, -1.22798, -0.48104], [-4.72303, -0.69828, 0.56873], [-5.06551, 0.65375, 0.58907], [-4.59244, 1.50191, -0.41000], [-0.91167, 5.20504, -1.28999], [1.02768, 6.11584, 1.34918], [1.95221, 4.72841, 1.95242], [1.40742, 4.76046, 0.25076], [-0.85440, 2.31704, 2.11135], [0.26218, 2.43135, 0.71112], [0.87676, 2.55146, 2.36919], [-1.34412, 4.27595, 3.52992], [0.39351, 4.57278, 3.81344], [-0.62066, 5.88173, 3.15198], [-2.46751, 2.66999, 0.19713], [-4.72267, 0.23914, -3.81538], [-4.68216, -0.08200, -6.27288], [-3.10996, 1.26273, -7.66420], [-1.54316, 2.89537, -6.59555], [-1.62469, 3.22138, -4.12177], [-2.96189, -0.79639, -2.34796], [-3.70035, -2.28005, -0.50914], [-5.03293, -1.35060, 1.38127], [-5.66644, 1.06601, 1.39321], [-4.86633, 2.55789, -0.41847]]
}

=====

{
  "formula": "C4H6S2",
  "method": "ωB97M-V/def2-TZVPD",
  "orbital_gap_ev": 9.6,
  "smiles": "C1S[C@H]1[C@H]1CS1",
  "spin_multiplicity": 1,
  "elements": ["C", "C", "C", "C", "H", "H", "H", "H", "H", "H", "S", "S"],
  "positions_angstrom": [[1.31075, 0.97920, 0.50545], [0.62423, 0.38995, -0.67641], [-0.58996, -0.43081, -0.66460], [-1.28496, -0.94982, 0.54722], [0.95016, 0.73245, 1.50843], [1.64824, 1.98719, 0.40717], [0.73584, 0.99020, -1.59503], [-0.64457, -1.12541, -1.52842], [-1.04252, -0.64143, 1.52654], [-1.71648, -1.91155, 0.48658], [2.19989, -0.39982, -0.24553], [-2.19063, 0.37985, -0.27140]]
}

=====

{
  "formula": "C5H11O4",
  "method": "ωB97M-V/def2-TZVPD",
  "orbital_gap_ev": [9.5, 6.3],
  "spin_multiplicity": 2,
  "elements": ["O", "H", "C", "C", "C", "C", "O", "C", "O", "O", "H", "H", "H", "H", "H", "H", "H", "H", "H", "H"],
  "positions_angstrom": [[1.08733, 0.96276, 0.25804], [1.27522, 0.29213, 0.99026], [2.54354, 2.07743, -2.62485], [1.10586, 2.41421, -2.86047], [0.11466, 2.10918, -2.01911], [-1.35446, 2.30060, -2.27962], [-1.78310, 1.48966, -3.35091], [0.86949, 2.86503, -4.27315], [0.78790, 1.60430, -4.94783], [0.57247, 1.98287, -6.32897], [3.09119, 2.26528, -3.56601], [3.03320, 2.67199, -1.83366], [2.59040, 1.03310, -2.27860], [0.39679, 1.60775, -1.06062], [-1.83993, 1.98424, -1.34653], [-1.55280, 3.36664, -2.48565], [-2.70190, 1.75159, -3.55150], [-0.02611, 3.48481, -4.43610], [1.74681, 3.42056, -4.63145], [0.22712, 1.11253, -6.71272]]
}

=====

{
  "formula": "C16H23BrO6",
  "method": "ωB97M-V/def2-TZVPD",
  "orbital_gap_ev": 9.1,
  "smiles": "Brc1ccc2c(c1)OCCOCCOCCOCCOCCO2",
  "spin_multiplicity": 1,
  "elements": ["Br", "C", "C", "C", "C", "C", "C", "H", "O", "C", "C", "O", "C", "C", "O", "C", "C", "O", "C", "C", "O", "C", "H", "C", "H", "H", "O", "H", "H", "H", "H", "H", "H", "H", "H", "H", "H", "H", "H", "H", "H", "H", "H", "H", "H", "H"],
  "positions_angstrom": [[-1.61440, -2.79710, 2.03056], [-0.86320, -1.05053, 2.12621], [-1.57818, -0.03441, 2.72474], [-1.01770, 1.23066, 2.74765], [0.22836, 1.48191, 2.19373], [0.96653, 0.42311, 1.62450], [0.39445, -0.84257, 1.58610], [0.91999, -1.67804, 1.15263], [2.21686, 0.71863, 1.17998], [2.92130, -0.22585, 0.40385], [2.30204, -0.37106, -0.99096], [2.81268, -1.53704, -1.60425], [1.94345, -2.13140, -2.53527], [1.63000, -1.25273, -3.74943], [0.73556, -0.24099, -3.35065], [0.35157, 0.63389, -4.38549], [-0.39702, 1.82845, -3.78315], [-1.70445, 1.50507, -3.36542], [-1.80706, 1.01241, -2.04760], [-1.73716, 2.12866, -0.99661], [-0.40204, 2.31886, -0.57209], [-0.20745, 3.51795, 0.14932], [-0.07873, 4.35759, -0.55036], [1.02998, 3.38389, 1.04020], [1.40300, 4.37182, 1.31595], [1.80433, 2.82949, 0.50227], [0.71359, 2.76289, 2.27260], [-1.07933, 3.72536, 0.78484], [-2.13175, 3.05231, -1.44267], [-2.35938, 1.86588, -0.12721], [-2.78747, 0.53397, -1.99835], [-1.02626, 0.27430, -1.84307], [0.18735, 2.23065, -2.94944], [-0.50964, 2.59237, -4.55775], [-0.29723, 0.11248, -5.10429], [1.24164, 1.00203, -4.91890], [2.55850, -0.81046, -4.14103], [1.17883, -1.87312, -4.53848], [0.99127, -2.40037, -2.05457], [2.45402, -3.03851, -2.86475], [1.21156, -0.43648, -0.89492], [2.52565, 0.51833, -1.59274], [3.93835, 0.16504, 0.33524], [2.96445, -1.20468, 0.89456], [-1.54888, 2.05380, 3.19990], [-2.55203, -0.21782, 3.14987]]
}

=====

{
  "formula": "CCl2FNO2",
  "method": "ωB97M-V/def2-TZVPD",
  "orbital_gap_ev": [6.6, 9.2],
  "spin_multiplicity": 1,
  "elements": ["C", "N", "O", "O", "F", "Cl", "Cl"],
  "positions_angstrom": [[-0.09835, -0.57127, -0.57951], [0.81586, 0.04206, 0.31826], [1.33018, 1.03805, -0.07581], [1.00761, -0.52723, 1.35650], [-0.40288, 0.14686, -1.60284], [-3.11246, 0.62567, 0.21510], [-1.22278, -1.42279, 0.26592]]
}

=====

{
  "formula": "C11H7F5N5O2S3Ti",
  "method": "ωB97M-V/def2-TZVPD",
  "charge": -1,
  "orbital_gap_ev": [5.5, 6.7],
  "spin_multiplicity": 3,
  "elements": ["Ti", "F", "C", "C", "F", "C", "F", "C", "S", "C", "F", "C", "F", "O", "C", "N", "O", "S", "N", "C", "C", "C", "N", "N", "C", "N", "S", "H", "H", "H", "H", "H", "H", "H"],
  "positions_angstrom": [[0.60436, -0.49337, -0.71599], [5.97019, -1.28415, 3.19430], [4.68066, -1.08514, 2.88560], [4.19942, -1.39809, 1.62865], [5.02217, -1.91823, 0.71224], [2.87162, -1.17394, 1.33935], [2.44036, -1.51449, 0.09847], [1.94403, -0.64647, 2.24390], [0.29269, -0.40976, 1.83892], [2.47933, -0.34819, 3.50537], [1.68628, 0.16173, 4.45388], [3.80555, -0.55955, 3.82118], [4.26523, -0.25618, 5.04447], [-0.20194, -4.15762, -2.31808], [-0.16720, -3.21092, -1.59541], [-0.17670, -2.27318, -0.85833], [1.77532, 1.12525, -0.54543], [2.38059, 0.81102, -1.96568], [1.56125, -0.43720, -2.38853], [-5.22677, 1.95774, -0.29926], [-3.77939, 2.43591, -0.15780], [-2.81017, 1.61713, -0.93924], [-1.75574, 1.07095, -0.46469], [-1.01040, 0.40140, -1.38002], [-1.53827, 0.37968, -2.58862], [-0.93379, -0.15720, -3.68411], [-3.00124, 1.33061, -2.67018], [-5.89414, 2.59730, 0.27780], [-5.32800, 0.93470, 0.06321], [-5.54472, 1.98374, -1.34265], [-3.45800, 2.39599, 0.88263], [-3.70837, 3.47494, -0.48948], [0.02350, -0.48280, -3.42879], [-1.46772, -0.87162, -4.15768]]
}